80
Properties=species:S:1:pos:R:3:forces:R:3 method="wB97M-V/def2-TZVPD" relative_energy_kcal_mol=93.0 smiles="COC(=O)OC.COC(=O)OC.COC(=O)OC.COC(=O)OC.COC(=O)OC.O=C1OCCO1.O=C1OCCO1" orbital_gap_ev=10.70
C 5.77801 4.57431 -1.78840 0.28 -0.09 0.42
O 4.68937 4.13722 -2.62253 0.48 0.51 -0.31
C 4.09575 5.04035 -3.41546 -1.45 1.38 1.25
O 4.30878 6.23726 -3.43424 0.22 -1.39 -0.60
O 3.02389 4.41481 -3.94678 -0.11 -0.24 -1.20
C 2.18008 5.12414 -4.89317 -0.29 0.84 0.37
H 6.09211 5.61675 -1.84095 -0.40 0.00 -0.84
H 6.62117 3.92430 -2.02220 -0.05 0.08 0.13
H 5.49113 4.46564 -0.74246 -0.17 -0.45 -0.08
H 1.92195 6.09914 -4.47984 0.44 0.17 -0.15
H 1.20486 4.66368 -5.05137 0.32 -0.86 0.69
H 2.56829 5.21495 -5.90764 0.72 0.04 0.32
C -6.45239 1.81740 5.46107 0.15 1.33 -1.93
O -6.83022 1.45077 6.74985 0.05 -0.84 0.81
C -6.26269 0.42366 7.39161 0.63 -0.63 1.40
O -6.67866 0.03001 8.46482 0.65 0.29 -1.58
O -5.15282 -0.02321 6.74814 -0.33 1.79 -0.18
C -4.34580 -1.10023 7.22306 -1.18 -0.28 -0.67
H -7.28723 1.68886 4.77214 -0.11 -0.43 0.11
H -5.55845 1.38666 5.01002 -0.16 -0.47 0.58
H -6.27917 2.89305 5.42818 0.04 0.13 0.42
H -5.04589 -1.90643 7.00394 0.76 -0.93 0.95
H -3.98190 -0.97473 8.24283 -0.44 -0.14 -0.01
H -3.50814 -1.17605 6.52974 -0.07 0.18 0.09
C 9.27252 -6.11962 -4.96416 1.17 0.01 -1.07
O 8.37983 -5.54713 -4.04807 -0.82 1.85 0.23
C 7.87997 -4.29847 -4.38358 -2.15 -1.15 0.46
O 7.83773 -3.83089 -5.50294 0.48 -0.18 1.99
O 7.19639 -3.87610 -3.22863 0.35 0.31 -1.08
C 6.17741 -2.80457 -3.38457 1.68 -0.08 -1.86
H 9.51595 -7.14593 -4.68935 -0.28 0.20 0.44
H 10.18969 -5.53075 -4.97628 0.19 -0.10 0.06
H 8.93795 -6.14521 -6.00122 -0.53 0.17 0.11
H 5.36966 -3.19680 -4.00247 -0.24 -0.03 0.52
H 6.64969 -2.03037 -3.98927 -0.02 0.07 -0.16
H 5.88962 -2.27425 -2.47680 0.14 -1.08 0.36
C -0.68918 9.34263 -0.27849 -1.58 1.71 0.21
O -0.16651 10.44895 -1.07332 0.89 0.12 -0.82
C -0.85590 11.57607 -1.47244 1.95 -0.80 0.36
O -1.93773 11.93458 -1.15397 -1.22 -0.26 0.38
O -0.00418 12.29978 -2.24395 0.05 -0.12 -1.14
C -0.54120 13.57906 -2.71630 -0.89 0.49 2.21
H -0.07726 8.46053 -0.08994 0.89 0.54 -1.10
H -1.61516 9.03507 -0.76436 -0.11 -0.12 0.42
H -0.84517 9.74491 0.72248 -0.57 -0.03 -0.01
H -0.56149 14.16236 -1.79573 -0.46 0.27 0.07
H -1.57313 13.51450 -3.06134 0.20 -0.39 -0.11
H 0.02083 14.25305 -3.36279 0.84 -1.40 -0.47
C 3.12766 -2.93456 3.05222 -0.82 0.27 1.87
O 2.58859 -3.93826 2.22176 2.06 2.41 -1.66
C 2.15157 -4.99058 2.77668 -2.54 -2.24 4.16
O 1.81965 -5.18601 3.97297 1.38 0.90 -2.66
O 1.96002 -5.86349 1.83514 0.77 -0.28 -1.30
C 1.39607 -7.08874 2.21120 -0.76 -0.07 -0.23
H 2.24979 -2.45342 3.48342 0.25 0.74 -0.07
H 3.81928 -2.24748 2.56468 -0.39 -0.39 -0.45
H 3.59767 -3.38464 3.92664 0.33 -0.13 -0.18
H 1.38575 -7.63208 1.26633 -0.02 -0.43 0.42
H 0.37948 -6.84374 2.51881 -0.08 -0.63 0.27
H 1.97103 -7.54917 3.01464 -0.18 -0.17 -0.16
O -5.53031 -7.59708 0.52787 -0.70 -2.77 0.17
C -6.03338 -8.71230 0.46172 2.36 3.53 0.23
O -7.06026 -8.96981 -0.31200 -1.15 -0.58 -0.02
C -7.49186 -10.26330 0.02907 -1.85 -2.01 -0.86
C -6.61905 -10.76827 1.15726 -1.23 -0.13 -0.69
O -5.60055 -9.82656 1.09286 1.57 0.84 0.93
H -8.54338 -10.30944 0.31240 -0.06 0.58 -0.05
H -7.41406 -10.95196 -0.81224 0.20 0.37 -0.39
H -6.30937 -11.78449 0.91334 0.47 0.18 0.40
H -7.17160 -10.73450 2.09622 0.41 -0.01 0.27
O -4.46638 2.59552 -1.44676 0.65 -1.17 -0.14
C -3.54280 1.83968 -1.25480 -3.72 1.75 1.97
O -3.50189 0.94454 -0.26494 -2.50 -0.23 1.48
C -2.28663 0.28333 -0.15237 0.43 1.12 -0.80
C -1.48433 1.06337 -1.19417 1.66 -0.56 1.36
O -2.41114 1.90590 -1.81123 3.03 -0.11 -3.67
H -1.80824 0.51719 0.79871 -0.45 -0.97 0.34
H -2.47931 -0.74197 -0.46816 0.57 -0.18 0.67
H -0.94229 0.26783 -1.70546 -0.07 0.84 -1.39
H -0.79173 1.78096 -0.75433 0.40 -0.49 0.19